Entry 1:
A molecular structure, C44H43MoN5OP2S in a non-equilibrium geometry. Source: the Open Molecules 2025 dataset; level of theory: ωB97M-V/def2-TZVPD.

Last column: Mulliken charge in e.
Geometry (Å):
Mo: -0.2630 0.6334 -0.7430  -0.303
C: 1.5541 -0.9470 -1.8845  -1.580
N: 1.9260 -1.0572 -0.4256  0.269
P: 2.0988 0.6425 0.0583  0.598
C: 3.6740 1.0648 -0.7046  0.703
C: 4.5631 0.0490 -1.0539  -0.202
C: 5.8338 0.3776 -1.5094  -0.824
C: 6.2142 1.7074 -1.6182  -0.635
C: 5.3248 2.7190 -1.2762  -0.630
C: 4.0578 2.4011 -0.8185  -0.222
C: 2.2903 0.8585 1.8211  0.650
C: 3.4745 0.5278 2.4864  -0.552
C: 3.5689 0.7304 3.8511  -0.854
C: 2.5051 1.2979 4.5498  -0.621
C: 1.3419 1.6632 3.8885  -0.821
C: 1.2321 1.4395 2.5242  0.042
P: 0.5755 -1.6825 0.5745  0.294
C: 1.3895 -2.1038 2.1376  0.966
C: 2.6105 -2.7777 2.1265  -0.675
C: 3.1700 -3.1999 3.3191  -0.683
C: 2.5082 -2.9623 4.5221  -0.631
C: 1.2915 -2.2985 4.5313  -0.674
C: 0.7310 -1.8606 3.3357  -0.123
C: 0.2751 -3.3465 -0.0951  1.050
C: -0.8861 -3.9693 0.3648  -0.839
C: -1.1842 -5.2679 -0.0187  -0.607
C: -0.3274 -5.9516 -0.8733  -0.736
C: 0.8344 -5.3405 -1.3235  -0.770
C: 1.1390 -4.0406 -0.9360  -0.314
H: 2.4383 -0.7240 -2.4777  0.373
H: 0.8628 -0.1107 -2.1840  0.695
H: 1.0756 -1.8538 -2.2398  0.736
H: 4.2761 -0.9898 -0.9537  0.350
H: 6.5252 -0.4096 -1.7797  0.452
H: 7.2057 1.9575 -1.9721  0.410
H: 5.6183 3.7563 -1.3689  0.487
H: 3.3711 3.1974 -0.5670  0.084
H: 4.3103 0.1028 1.9429  0.529
H: 4.4760 0.4579 4.3743  0.481
H: 2.5927 1.4648 5.6160  0.443
H: 0.5252 2.1197 4.4321  0.488
H: 0.3212 1.7182 2.0061  0.365
H: 3.1158 -2.9787 1.1885  0.288
H: 4.1161 -3.7258 3.3149  0.476
H: 2.9441 -3.3023 5.4525  0.434
H: 0.7770 -2.1183 5.4659  0.484
H: -0.2156 -1.3314 3.3442  0.426
H: -1.5426 -3.4488 1.0577  0.606
H: -2.0765 -5.7520 0.3573  0.598
H: -0.5580 -6.9643 -1.1771  0.430
H: 1.5129 -5.8797 -1.9716  0.476
H: 2.0718 -3.5964 -1.2628  0.307
N: -1.5382 -0.8757 -1.4982  -0.240
C: -2.5456 -1.4424 -1.6328  0.289
N: -3.6222 -2.1211 -1.8139  0.224
C: -4.4480 -1.9071 -3.0359  -0.741
C: -4.9062 -3.2523 -3.5723  -0.669
C: -5.6006 -4.0752 -2.4883  -0.794
C: -4.6950 -4.2455 -1.2691  -0.667
C: -4.2606 -2.9008 -0.7176  -0.327
H: -3.8492 -1.3610 -3.7619  0.494
H: -5.3011 -1.2884 -2.7462  0.336
H: -4.0392 -3.7976 -3.9543  0.296
H: -5.5745 -3.0729 -4.4152  0.370
H: -5.8781 -5.0502 -2.8873  0.363
H: -6.5284 -3.5782 -2.1878  0.334
H: -3.8073 -4.8232 -1.5432  0.252
H: -5.2093 -4.7894 -0.4757  0.390
H: -3.5470 -2.9874 0.0982  0.147
H: -5.1091 -2.3140 -0.3624  0.360
N: -0.2168 2.3425 -1.3455  -0.786
C: -0.6452 3.5486 -1.0899  0.766
C: 0.2250 4.7368 -1.1306  -0.257
C: -0.1254 5.8304 -1.9201  -0.161
C: 0.6892 6.9529 -1.9413  -0.782
C: 1.8339 6.9948 -1.1559  -0.443
C: 2.1692 5.9130 -0.3495  -0.812
C: 1.3714 4.7813 -0.3439  -0.051
C: -2.0011 3.5986 -0.5552  -0.012
C: -2.4903 4.6541 0.1167  -0.113
C: -3.7323 4.5712 0.8925  -0.964
C: -4.3927 3.4215 1.0350  -0.656
C: -3.9137 2.1612 0.4001  -0.296
C: -2.7065 2.2737 -0.5339  -0.346
H: -1.0139 5.7914 -2.5392  0.525
H: 0.4274 7.7957 -2.5667  0.425
H: 2.4608 7.8764 -1.1646  0.412
H: 3.0460 5.9604 0.2836  0.488
H: 1.5972 3.9537 0.3193  0.807
H: -1.9426 5.5891 0.1250  0.511
H: -4.1009 5.4701 1.3675  0.435
H: -5.3116 3.3919 1.6073  0.497
H: -4.7211 1.5514 -0.0038  0.577
H: -2.9104 1.9651 -1.5643  0.248
O: -3.5624 -0.3981 1.2423  -0.531
S: -2.9725 0.9403 1.4574  0.184
N: -1.8682 1.3193 0.2132  0.222

For the HOMO-LUMO gap (alpha / beta), the calculation gives 6.30 / 6.35 eV. The LUMO energy (alpha / beta) is -6.363 / -6.636 eV. The calculation puts the HOMO energy (alpha / beta) at -12.66 / -12.99 eV. The charge is +2. Its spin multiplicity is 1.

Entry 2:
A molecular structure, C44H44MnO2P2S. Source: the Open Molecules 2025 dataset; level of theory: ωB97M-V/def2-TZVPD.

Last column: Mulliken charge in e.
Geometry (Å):
Mn: 2.0149 -0.5322 0.4830  0.440
C: 2.3192 3.0708 0.2154  -2.095
C: 2.8452 1.8225 0.8805  0.582
C: 3.9096 1.1044 0.2785  1.258
C: 4.4837 1.5895 -1.0351  -2.170
C: 4.4896 0.0230 0.9615  1.163
C: 5.6360 -0.7349 0.3374  -2.653
C: 3.9646 -0.3982 2.1945  1.244
C: 4.5898 -1.5588 2.9245  -2.407
C: 2.8398 0.2625 2.7467  1.429
C: 2.2052 -0.2543 4.0164  -2.683
C: 2.3501 1.4239 2.1361  1.295
C: 1.2868 2.2374 2.8286  -2.129
H: 2.4518 3.0368 -0.8617  0.553
H: 2.8337 3.9631 0.5875  0.369
H: 1.2574 3.2090 0.4026  0.094
H: 3.8885 1.2494 -1.8873  0.227
H: 5.5020 1.2398 -1.1777  0.566
H: 4.5141 2.6785 -1.0682  0.431
H: 6.5938 -0.2585 0.5688  0.316
H: 5.5308 -0.7833 -0.7439  0.607
H: 5.6647 -1.7606 0.6903  0.536
H: 4.2237 -2.5098 2.5247  0.285
H: 4.3716 -1.5244 3.9891  0.482
H: 5.6732 -1.5471 2.8183  0.494
H: 2.7018 0.1387 4.9096  0.350
H: 2.2564 -1.3401 4.0585  0.589
H: 1.1536 0.0175 4.0668  0.497
H: 0.2855 1.8599 2.5970  0.232
H: 1.3328 3.2842 2.5357  0.430
H: 1.4105 2.1971 3.9094  0.549
O: -1.6659 -3.5303 -0.1031  0.059
C: -0.2772 -3.2179 0.1054  0.668
O: -0.0600 -1.9234 0.3396  -0.078
C: 0.6153 -4.2891 0.1140  -0.033
C: 0.0702 -5.6125 0.1409  -1.225
C: 0.8636 -6.7237 0.1849  -0.671
C: 2.2573 -6.5817 0.2073  -0.742
C: 2.8093 -5.3200 0.1620  -0.773
C: 2.0408 -4.1449 0.0984  0.931
S: 2.9450 -2.6670 -0.1168  -0.519
H: -1.0037 -5.7337 0.1400  0.284
H: 0.4102 -7.7062 0.2119  0.383
H: 2.8985 -7.4522 0.2522  0.377
H: 3.8855 -5.2032 0.1551  0.420
C: -1.4805 1.9815 0.1853  -1.210
P: -0.2918 0.5822 -0.0369  0.437
C: 0.3287 0.6563 -1.7601  1.720
C: 0.9105 -0.4944 -2.3076  -0.646
C: 1.6537 -0.4219 -3.4775  -0.710
C: 1.8180 0.7894 -4.1312  -0.869
C: 1.2363 1.9335 -3.6053  -0.801
C: 0.5112 1.8715 -2.4239  -1.079
C: -1.2871 -0.9804 0.0611  1.978
C: -1.9576 -1.4962 -1.1690  0.641
C: -2.2034 -2.7929 -1.2129  -2.423
C: -2.6199 -3.4346 1.0318  -1.157
C: -2.7826 -2.2078 1.5979  -0.622
C: -2.1933 -1.0131 1.2080  -1.253
P: -2.4637 2.7461 -1.2075  -0.134
C: -3.6161 3.7584 -0.1918  0.823
C: -3.1040 4.6034 0.7956  -0.453
C: -3.9379 5.4414 1.5210  -0.687
C: -5.3008 5.4620 1.2621  -0.490
C: -5.8188 4.6443 0.2691  -0.684
C: -4.9849 3.8010 -0.4523  -0.520
C: -3.5530 1.3819 -1.7366  0.659
C: -4.3713 0.6638 -0.8659  0.171
C: -5.1404 -0.3896 -1.3347  -0.712
C: -5.1054 -0.7309 -2.6813  -0.545
C: -4.3024 -0.0169 -3.5600  -0.623
C: -3.5301 1.0372 -3.0869  -0.678
H: -0.8844 2.7975 0.5978  0.211
H: -2.1443 1.6670 0.9947  0.965
H: 0.7928 -1.4609 -1.8375  0.117
H: 2.1077 -1.3245 -3.8662  0.472
H: 2.3976 0.8442 -5.0437  0.388
H: 1.3517 2.8839 -4.1113  0.452
H: 0.0814 2.7788 -2.0237  0.435
H: -2.2748 -0.8344 -1.9595  1.083
H: -2.7191 -3.4088 -1.9299  0.531
H: -2.9884 -4.4061 1.2984  0.542
H: -3.4456 -2.1958 2.4565  0.501
H: -2.2380 -0.1690 1.8818  0.397
H: -2.0404 4.6190 1.0020  0.276
H: -3.5202 6.0821 2.2870  0.404
H: -5.9531 6.1139 1.8281  0.374
H: -6.8797 4.6579 0.0540  0.386
H: -5.4080 3.1667 -1.2210  0.382
H: -4.3964 0.9150 0.1865  0.326
H: -5.7530 -0.9559 -0.6452  0.424
H: -5.7061 -1.5552 -3.0446  0.423
H: -4.2751 -0.2787 -4.6099  0.437
H: -2.8870 1.5880 -3.7638  0.381

The calculation puts the relative energy (zero: lowest compared OMol25 entry of this formula, charge and spin) at 215.3 kcal/mol. For the HOMO-LUMO gap (alpha / beta), the calculation gives 6.40 / 4.77 eV. The LUMO energy (alpha / beta) is 0.563 / 0.117 eV. The calculation puts the HOMO energy (alpha / beta) at -5.84 / -4.66 eV. The charge is 0. Its spin multiplicity is 6.

Entry 3:
A molecular structure, C44H44NO3SSeTe2V in a non-equilibrium geometry. Source: the Open Molecules 2025 dataset; level of theory: ωB97M-V/def2-TZVPD.

Last column: Mulliken charge in e.
Geometry (Å):
V: -0.2792 -0.0145 0.8830  0.415
C: 5.2667 3.6656 1.7795  -1.563
C: 4.2449 2.6481 1.3372  -0.214
C: 4.6248 1.4352 0.7873  -0.483
C: 3.6986 0.4628 0.3991  0.271
C: 4.1544 -0.8448 -0.1727  0.069
O: 3.5066 -1.8698 -0.0924  -0.660
C: 5.4841 -0.8978 -0.8717  0.423
C: 6.2897 -2.0146 -0.6784  -0.374
C: 7.5096 -2.1140 -1.3310  -0.651
C: 7.9153 -1.1080 -2.2005  -0.349
C: 7.1027 -0.0010 -2.4119  -0.824
C: 5.8944 0.1105 -1.7388  -0.345
C: 2.3436 0.7280 0.5843  0.475
O: 1.4004 -0.1710 0.2366  -0.799
C: 1.9302 1.9472 1.1423  0.065
C: 2.8842 2.8896 1.4975  -0.364
C: 0.4635 2.1165 1.3533  1.317
N: -0.4068 1.7399 0.3471  0.290
C: -0.0696 1.8328 -1.0836  0.054
C: -1.0196 2.7602 -1.8335  -1.704
Te: -0.9447 4.8060 -1.2039  0.166
C: 1.1571 4.9140 -1.1318  -0.010
C: 1.9531 4.3149 -2.1055  -0.404
C: 3.3387 4.3811 -2.0121  -0.405
C: 3.9383 5.0748 -0.9674  -0.386
C: 3.1461 5.6937 -0.0107  -0.842
C: 1.7608 5.6000 -0.0809  -0.212
C: -0.0671 2.8128 2.5341  0.090
C: 0.6960 2.9566 3.6982  0.358
C: 0.2273 3.7062 4.7621  -1.173
C: -1.0268 4.2996 4.7011  -0.612
C: -1.8127 4.1296 3.5672  -1.060
C: -1.3353 3.3992 2.4907  -0.604
H: 6.2558 3.4274 1.3873  0.382
H: 5.3398 3.7012 2.8686  0.394
H: 4.9985 4.6669 1.4371  0.207
H: 5.6809 1.2250 0.6621  0.622
H: 5.9463 -2.8003 -0.0169  0.423
H: 8.1417 -2.9777 -1.1673  0.388
H: 8.8642 -1.1877 -2.7164  0.393
H: 7.4131 0.7772 -3.0985  0.391
H: 5.2599 0.9759 -1.8953  0.656
H: 2.5547 3.8361 1.9123  0.980
H: -0.1512 0.8405 -1.5315  0.192
H: 0.9595 2.1631 -1.2140  0.247
H: -2.0562 2.4489 -1.6904  0.477
H: -0.8008 2.7314 -2.8998  0.588
H: 1.4997 3.7942 -2.9413  0.427
H: 3.9492 3.9043 -2.7698  0.439
H: 5.0180 5.1334 -0.9010  0.411
H: 3.6058 6.2420 0.8036  0.486
H: 1.1499 6.0564 0.6902  0.403
H: 1.6549 2.4629 3.7772  0.743
H: 0.8319 3.8020 5.6548  0.431
H: -1.3966 4.8771 5.5395  0.412
H: -2.7933 4.5877 3.5100  0.453
H: -1.9281 3.2998 1.5914  0.394
C: -7.6527 0.9797 -0.4633  -1.527
C: -6.2437 0.4514 -0.3600  0.540
C: -5.6498 -0.2298 -1.4099  -1.094
C: -4.3580 -0.7449 -1.3200  0.695
C: -3.7761 -1.4737 -2.5059  -1.696
C: -3.6436 -0.5712 -0.1296  0.511
Se: -1.9195 -1.4295 -0.0203  -0.754
C: -4.2090 0.1311 0.9391  1.001
C: -3.4746 0.3504 2.2332  -1.031
C: -5.5012 0.6274 0.8030  -0.985
H: -8.0708 0.8015 -1.4543  0.353
H: -7.6886 2.0533 -0.2683  0.342
H: -8.3024 0.4941 0.2675  0.328
H: -6.2017 -0.3668 -2.3354  0.275
H: -4.4440 -1.4018 -3.3644  0.397
H: -3.6175 -2.5314 -2.2837  0.333
H: -2.8043 -1.0635 -2.7836  0.290
H: -2.4997 0.8139 2.0752  0.013
H: -3.3029 -0.5890 2.7603  0.508
H: -4.0358 1.0228 2.8839  0.397
H: -5.9400 1.1695 1.6360  0.361
Te: 0.2719 -1.0515 3.2115  -0.075
C: -0.3764 0.0764 4.8680  -0.075
C: -1.5995 0.5623 5.2263  -0.008
C: -1.6272 1.1104 6.5444  -0.712
C: -0.4215 1.0298 7.1707  -0.594
S: 0.7462 0.3039 6.1514  -0.168
H: -2.4637 0.5271 4.5788  0.408
H: -2.5116 1.5347 7.0023  0.404
H: -0.1603 1.3503 8.1689  0.421
C: 0.4257 -4.4256 -0.7874  -1.013
C: 0.4900 -3.9589 0.6528  -0.527
O: 0.7947 -2.5677 0.7522  0.063
H: 0.0819 -5.4620 -0.8374  0.392
H: 1.4095 -4.3674 -1.2598  0.291
H: -0.2676 -3.8030 -1.3532  0.178
H: 1.2340 -4.5328 1.2109  0.392
H: -0.4705 -4.0878 1.1479  0.348
H: 1.6679 -2.3688 0.3738  0.127

For the HOMO-LUMO gap (alpha / beta), the calculation gives 6.12 / 6.13 eV. The LUMO energy (alpha / beta) is -1.000 / -0.986 eV. The calculation puts the HOMO energy (alpha / beta) at -7.12 / -7.12 eV. The charge is 0. Its spin multiplicity is 1.

Entry 4:
A molecular structure, C44H45AlNO26. Source: the Open Molecules 2025 dataset; level of theory: ωB97M-V/def2-TZVPD.

Last column: Mulliken charge in e.
Geometry (Å):
C: -0.3724 0.0339 5.6125  -1.332
C: 0.3161 0.5410 4.3610  -0.038
O: 0.4762 -0.4693 3.3863  -0.126
C: 1.6449 -1.2497 3.5478  -0.270
C: 2.7729 -0.8340 2.6126  -0.579
O: 2.2755 -0.6285 1.3323  0.078
C: 3.2503 -0.1233 0.3814  -0.678
Al: 3.1361 -0.9558 -1.4703  -0.218
C: 3.8011 0.3597 -2.8513  -0.812
C: 3.1555 0.1839 -4.2331  -0.407
C: 3.8170 -0.9323 -5.0584  -0.945
N: 4.5789 -0.4636 -6.2303  -0.562
H: -0.6002 0.8827 6.2586  0.348
H: -1.3255 -0.4339 5.3639  0.431
H: 0.2432 -0.6579 6.1868  0.272
H: 1.2770 0.9949 4.6145  0.216
H: -0.2983 1.3096 3.8963  0.290
H: 1.3771 -2.2910 3.3670  0.442
H: 2.0054 -1.1754 4.5804  -0.032
H: 3.5083 -1.6532 2.6026  0.344
H: 3.2982 0.0571 2.9933  0.272
H: 4.2633 -0.3436 0.7475  0.339
H: 3.1625 0.9668 0.3680  0.218
H: 1.6869 -1.5296 -1.8524  -0.139
H: 4.1909 -2.2429 -1.4761  -0.401
H: 4.8929 0.3103 -2.9476  0.373
H: 3.5807 1.3709 -2.4861  0.190
H: 2.0987 -0.0648 -4.1125  0.250
H: 3.1782 1.1111 -4.8228  0.383
H: 3.0552 -1.6279 -5.4117  0.192
H: 4.4966 -1.4996 -4.4245  0.486
H: 5.5455 -0.2903 -5.9861  0.229
H: 4.2062 0.4158 -6.5663  0.333
C: 0.9891 4.6594 2.4922  -0.822
C: 1.2016 3.6263 1.6511  0.242
C: 2.0112 3.7812 0.3660  0.987
O: 2.1029 2.7745 -0.2999  -0.528
C: 2.5877 5.0708 0.0482  -1.343
C: 2.3730 6.0852 0.8957  0.375
C: 1.5606 5.9343 2.1714  1.051
O: 1.4599 6.9472 2.8520  -0.682
O: 2.8300 7.3185 0.7296  -0.610
O: 0.7512 2.4143 1.8588  -0.383
H: 0.4164 4.5614 3.4042  0.557
H: 3.1597 5.1699 -0.8633  0.483
H: 2.5094 7.8152 1.5124  0.380
H: 1.0831 1.8118 1.1546  0.185
C: -2.0966 -4.9039 -0.0098  -1.117
C: -1.2750 -3.8750 -0.3087  0.286
C: -1.4825 -2.9975 -1.5419  1.045
O: -0.6758 -2.1045 -1.6532  -0.352
C: -2.5796 -3.2957 -2.4425  -1.321
C: -3.3802 -4.3209 -2.1324  0.393
C: -3.1908 -5.1768 -0.8905  1.347
O: -4.0218 -6.0660 -0.7419  -0.703
O: -4.4277 -4.7116 -2.8496  -0.575
O: -0.2363 -3.5209 0.4018  -0.496
H: -1.9614 -5.5282 0.8619  0.451
H: -2.7107 -2.6811 -3.3218  0.444
H: -4.7951 -5.4766 -2.3546  0.365
H: 0.1898 -2.7513 -0.0486  0.256
C: -4.4562 3.6052 4.6424  -1.124
C: -5.5426 3.7551 3.8711  0.280
C: -5.8979 2.7814 2.7576  1.155
O: -6.9262 3.0357 2.1496  -0.657
C: -5.0278 1.6691 2.5000  -0.948
C: -3.9310 1.5148 3.2651  0.333
C: -3.5917 2.4735 4.4009  0.960
O: -2.5908 2.2142 5.0421  -0.483
O: -3.0667 0.5390 3.1065  -0.594
O: -6.4168 4.7389 3.9854  -0.593
H: -4.2005 4.2903 5.4381  0.450
H: -5.2746 0.9918 1.6950  0.492
H: -2.3472 0.6538 3.7597  0.196
H: -7.0896 4.5694 3.2912  0.384
C: 4.0036 1.3948 9.8213  -0.975
C: 3.6772 1.5417 8.5265  0.233
C: 3.1293 0.3965 7.6867  1.039
O: 2.8589 0.6731 6.5325  -0.512
C: 2.9682 -0.9031 8.2901  -0.979
C: 3.2965 -1.0474 9.5828  0.321
C: 3.8270 0.1015 10.4280  1.048
O: 4.0718 -0.1692 11.5921  -0.651
O: 3.1986 -2.1767 10.2596  -0.593
O: 3.7882 2.6667 7.8513  -0.602
H: 4.3912 2.2033 10.4244  0.434
H: 2.5897 -1.7140 7.6837  0.486
H: 3.5028 -1.9694 11.1682  0.378
H: 3.4742 2.4722 6.9423  0.371
C: -8.6106 -3.0487 -1.4446  -1.018
C: -7.8893 -3.3984 -2.5257  0.350
C: -8.3603 -4.4600 -3.5119  1.066
O: -7.6235 -4.6752 -4.4564  -0.633
C: -9.6159 -5.1304 -3.2720  -1.096
C: -10.3288 -4.7791 -2.1917  0.363
C: -9.8676 -3.7050 -1.2168  1.086
O: -10.6282 -3.4823 -0.2882  -0.653
O: -11.4904 -5.3082 -1.8530  -0.586
O: -6.7270 -2.8748 -2.8387  -0.548
H: -8.2818 -2.2961 -0.7422  0.481
H: -9.9385 -5.8909 -3.9685  0.430
H: -11.7561 -4.8450 -1.0294  0.386
H: -6.4112 -3.3243 -3.6499  0.360
C: 5.7109 2.4362 -9.9672  -1.167
C: 5.2626 2.4250 -11.2293  0.319
C: 4.5562 1.2249 -11.8371  1.119
O: 4.1989 1.3647 -12.9997  -0.678
C: 4.3454 0.0595 -11.0334  -0.864
C: 4.7719 0.0550 -9.7512  0.511
C: 5.5214 1.2530 -9.1563  0.860
O: 5.9339 1.1209 -8.0234  -0.568
O: 4.5560 -0.9522 -8.9419  -0.559
O: 5.3863 3.4276 -12.0837  -0.595
H: 6.2320 3.2785 -9.5351  0.434
H: 3.8206 -0.7786 -11.4694  0.433
H: 4.7683 -0.7414 -7.9925  0.474
H: 4.9603 3.1120 -12.9098  0.382

For the HOMO-LUMO gap, the calculation gives 4.72 eV. The LUMO energy is -0.311 eV. The calculation puts the HOMO energy at -5.03 eV. The charge is -1. Its spin multiplicity is 1.

| no. | energy (eV) |
| --- | --- |
| 1 | -87076.693 |
| 2 | -111164.324 |
| 3 | -170430.017 |
| 4 | -107677.086 |